Record 1
{
  "formula": "C43H44AsF3N2O3PPd",
  "method": "wB97M-V/def2-TZVPD",
  "multiplicity": 5,
  "charge": 3,
  "homo_energy_ev": [-15.0933, -16.2242],
  "relative_energy_kj_mol": 0.0,
  "symbols": ["Pd", "C", "N", "C", "C", "O", "C", "O", "C", "C", "O", "N", "C", "C", "H", "H", "H", "H", "H", "H", "H", "H", "H", "H", "H", "H", "H", "H", "H", "H", "F", "C", "F", "F", "C", "C", "C", "C", "C", "C", "C", "C", "H", "H", "H", "H", "C", "C", "As", "C", "C", "C", "C", "C", "C", "C", "C", "C", "C", "C", "C", "P", "C", "C", "C", "C", "C", "C", "C", "C", "C", "C", "C", "C", "H", "H", "H", "H", "H", "H", "H", "H", "H", "H", "H", "H", "H", "H", "H", "H", "H", "H", "H", "H", "H", "H", "H", "H"],
  "xyz": [[-0.17, 0.22, 0.18], [-0.31, -2.43, -3.82], [0.46, -2.97, -2.70], [1.19, -4.21, -3.00], [0.49, -2.35, -1.53], [-0.20, -1.33, -1.33], [1.35, -2.97, -0.43], [1.50, -2.12, 0.68], [2.79, -1.61, 0.91], [2.98, -0.23, 0.28], [1.99, 0.38, -0.17], [4.20, 0.27, 0.25], [4.46, 1.59, -0.33], [5.37, -0.48, 0.74], [-1.20, -3.04, -3.99], [0.31, -2.45, -4.72], [-0.60, -1.41, -3.61], [0.57, -4.82, -3.65], [1.38, -4.79, -2.10], [2.13, -3.99, -3.50], [2.33, -3.25, -0.84], [0.86, -3.88, -0.10], [3.56, -2.30, 0.55], [2.93, -1.52, 1.99], [3.54, 2.01, -0.70], [5.18, 1.49, -1.14], [4.89, 2.24, 0.44], [5.20, -0.88, 1.74], [6.21, 0.21, 0.79], [5.63, -1.28, 0.05], [-0.51, 9.32, 3.11], [-0.87, 8.95, 1.88], [-2.13, 9.33, 1.67], [-0.09, 9.57, 1.00], [-0.75, 7.45, 1.70], [-0.39, 6.63, 2.78], [-0.30, 5.27, 2.59], [-0.56, 4.72, 1.31], [-0.93, 5.57, 0.23], [-1.02, 6.92, 0.43], [-0.44, 3.36, 1.08], [-0.27, 2.15, 0.84], [-0.19, 7.07, 3.74], [-0.01, 4.61, 3.40], [-1.12, 5.13, -0.74], [-1.29, 7.59, -0.37], [-1.57, -0.36, 3.73], [-2.87, -0.85, 4.38], [-2.72, -0.95, 6.33], [-4.32, -1.48, 7.14], [-4.25, -2.12, 8.39], [-5.43, -2.47, 9.03], [-6.65, -2.16, 8.44], [-6.72, -1.51, 7.22], [-5.56, -1.15, 6.56], [-1.26, -2.10, 6.78], [-1.45, -3.48, 6.72], [-0.39, -4.32, 7.03], [0.84, -3.78, 7.39], [1.02, -2.40, 7.45], [-0.03, -1.55, 7.14], [-1.48, -0.77, 1.95], [-2.80, 0.09, 1.06], [-3.37, 1.26, 1.58], [-4.24, 2.00, 0.81], [-4.55, 1.60, -0.49], [-3.97, 0.46, -1.02], [-3.09, -0.30, -0.25], [-1.78, -2.54, 1.90], [-0.76, -3.39, 2.33], [-0.96, -4.76, 2.40], [-2.18, -5.30, 2.01], [-3.20, -4.46, 1.57], [-3.01, -3.09, 1.53], [-0.71, -0.88, 4.17], [-1.40, 0.70, 3.87], [-3.10, -1.87, 4.08], [-3.72, -0.22, 4.12], [-3.30, -2.35, 8.84], [-5.39, -2.97, 9.98], [-7.57, -2.43, 8.95], [-7.68, -1.27, 6.78], [-5.61, -0.63, 5.61], [-2.41, -3.90, 6.46], [-0.52, -5.39, 6.99], [1.66, -4.44, 7.65], [1.97, -2.00, 7.76], [0.10, -0.48, 7.21], [-3.13, 1.60, 2.58], [-4.70, 2.89, 1.22], [-5.24, 2.18, -1.09], [-4.21, 0.14, -2.03], [-2.66, -1.20, -0.67], [0.21, -2.98, 2.61], [-0.16, -5.40, 2.74], [-2.33, -6.37, 2.05], [-4.16, -4.88, 1.28], [-3.83, -2.45, 1.20]]
}

---

Record 2
{
  "formula": "C43H44Cl2F3GeLiN2O2P2Se",
  "method": "wB97M-V/def2-TZVPD",
  "homo_energy_ev": -7.5447,
  "relative_energy_kj_mol": 51.2,
  "symbols": ["Li", "Cl", "C", "C", "C", "Cl", "C", "O", "C", "C", "O", "C", "H", "H", "H", "C", "N", "P", "C", "C", "C", "C", "C", "C", "C", "C", "C", "C", "C", "C", "P", "C", "C", "C", "C", "C", "C", "C", "C", "C", "C", "C", "C", "H", "H", "H", "H", "H", "H", "H", "H", "H", "H", "H", "H", "H", "H", "H", "H", "H", "H", "H", "H", "H", "H", "H", "F", "C", "F", "F", "C", "C", "C", "N", "C", "C", "H", "H", "H", "H", "C", "Ge", "C", "C", "C", "Se", "C", "H", "H", "H", "H", "H", "H", "H", "H", "H", "H", "H", "H", "H", "H"],
  "xyz": [[-0.56, -0.82, 1.56], [-7.51, 0.27, 1.76], [-5.87, -0.22, 1.46], [-5.53, -0.72, 0.19], [-4.25, -1.11, -0.06], [-3.79, -1.73, -1.61], [-3.19, -1.02, 0.92], [-2.01, -1.40, 0.64], [-3.59, -0.51, 2.19], [-2.66, -0.36, 3.28], [-1.44, -0.51, 3.25], [-4.92, -0.13, 2.44], [-6.28, -0.80, -0.59], [-3.12, -0.07, 4.25], [-5.20, 0.25, 3.42], [0.61, 3.89, -0.67], [0.65, 2.65, 0.11], [1.75, 1.34, -0.15], [3.00, 1.65, 1.15], [3.56, 2.91, 1.38], [4.46, 3.10, 2.42], [4.82, 2.02, 3.23], [4.27, 0.77, 3.01], [3.36, 0.59, 1.97], [2.61, 1.87, -1.67], [3.99, 2.03, -1.78], [4.56, 2.33, -3.01], [3.77, 2.47, -4.14], [2.39, 2.30, -4.04], [1.82, 1.98, -2.82], [-0.67, 2.16, 1.09], [-2.11, 2.56, 0.03], [-2.48, 1.58, -0.89], [-3.50, 1.84, -1.80], [-4.16, 3.05, -1.79], [-3.81, 4.02, -0.86], [-2.78, 3.78, 0.04], [-0.76, 3.45, 2.38], [0.31, 4.30, 2.67], [0.23, 5.18, 3.74], [-0.91, 5.21, 4.54], [-1.97, 4.36, 4.26], [-1.89, 3.48, 3.19], [1.62, 4.21, -0.92], [0.14, 4.68, -0.08], [0.05, 3.77, -1.60], [3.29, 3.74, 0.75], [4.89, 4.07, 2.59], [5.52, 2.17, 4.04], [4.53, -0.06, 3.65], [2.90, -0.38, 1.82], [4.62, 1.93, -0.91], [5.64, 2.45, -3.08], [4.22, 2.71, -5.09], [1.77, 2.39, -4.92], [0.75, 1.81, -2.76], [-1.99, 0.62, -0.88], [-3.78, 1.07, -2.51], [-4.96, 3.24, -2.49], [-4.33, 4.97, -0.84], [-2.50, 4.55, 0.75], [1.20, 4.26, 2.07], [1.06, 5.83, 3.96], [-0.97, 5.90, 5.37], [-2.86, 4.38, 4.88], [-2.72, 2.81, 2.99], [1.48, -7.27, 1.75], [2.35, -6.33, 1.35], [3.43, -6.42, 2.15], [2.75, -6.65, 0.11], [1.76, -4.95, 1.40], [2.28, -3.95, 0.60], [1.73, -2.68, 0.70], [0.73, -2.39, 1.53], [0.23, -3.36, 2.29], [0.72, -4.66, 2.27], [3.09, -4.15, -0.09], [2.08, -1.87, 0.08], [-0.59, -3.09, 2.94], [0.28, -5.42, 2.89], [-1.68, -5.36, -4.08], [-0.62, -4.26, -2.86], [-1.22, -4.49, -1.02], [1.27, -4.78, -3.00], [-0.78, -2.37, -3.41], [0.13, -1.15, -2.18], [1.83, -1.08, -3.13], [-1.58, -6.42, -3.82], [-1.36, -5.22, -5.11], [-2.74, -5.09, -4.00], [-0.74, -5.36, -0.57], [-2.30, -4.64, -0.99], [-1.00, -3.60, -0.43], [1.38, -5.83, -2.74], [1.88, -4.19, -2.32], [1.64, -4.64, -4.02], [-1.82, -2.06, -3.46], [-0.35, -2.20, -4.40], [2.21, -2.09, -3.28], [2.53, -0.51, -2.52], [1.70, -0.58, -4.09]]
}

---

Q: Number 2 is which compound?
A: C43H44Cl2F3GeLiN2O2P2Se